No. 1
Density functional theory data (ωB97M-V/def2-TZVPD) for C20H19N5 in the gas phase at a distorted geometry.

Computed properties:
HOMO-LUMO gap in eV: 7.1694
Largest force on an atom in eV/Å: 3.17
Structure (SMILES): c1ccc(C2=NN=C3c4ccccc4C(N4CCCC4)=NN3C2)cc1
HOMO level in eV: -7.110

Geometry as ORCA input:
```
! RIJCOSX wB97M-V def2-TZVPD def2/J DEFGRID3
* xyz 0 1
N -0.6282 -2.3296 1.2908
N 0.0808 0.9597 0.0214
N -1.4225 -2.8734 0.2936
C -0.1430 -1.1236 1.2128
C 0.9506 1.4764 0.8961
C -1.7403 -2.1996 -0.7727
C -4.2157 -4.0226 -3.8180
C -3.5791 -4.8108 -2.8069
C -4.1279 -2.6201 -3.7092
C 1.5147 -0.7026 4.5897
C 2.1109 0.5656 4.4338
C -2.8534 -4.1834 -1.7921
C -3.3008 -1.9950 -2.7695
C 0.7913 -1.2727 3.5422
C 1.9611 1.2404 3.2011
C -2.6500 -2.7897 -1.7801
C 0.6029 -0.5313 2.3268
C 1.2010 0.7231 2.1413
N -0.3857 -0.3279 0.1021
N 1.5360 2.6900 0.5050
C -1.1874 -0.8279 -1.0299
C 2.9239 3.0217 0.7515
C 1.1198 3.3829 -0.7597
C 3.4751 3.6964 -0.4945
C 2.2033 4.4190 -0.9542
H -4.7772 -4.5388 -4.5964
H -3.6240 -5.9125 -2.8279
H -4.6312 -1.9731 -4.3937
H 1.6255 -1.2088 5.5160
H 2.7053 1.0158 5.2440
H -2.4019 -4.8139 -1.0439
H -3.2749 -0.8753 -2.7124
H 0.3267 -2.2627 3.6614
H 2.3922 2.2397 3.1894
H -2.0194 -0.1385 -1.1695
H -0.5758 -0.8296 -1.9135
H 3.5027 2.1063 0.9683
H 2.9841 3.7163 1.5956
H 0.1373 3.8387 -0.6753
H 1.1379 2.6963 -1.6336
H 4.3121 4.3656 -0.3104
H 3.7506 2.9178 -1.2181
H 2.2063 4.7838 -1.9909
H 1.9862 5.3076 -0.3106
*
```

Atom charges from the natural (NBO) analysis, given in e for atoms 1 to 5: -0.39 -0.31 -0.23 0.39 0.38

***

No. 2
Density functional theory data (ωB97M-V/def2-TZVPD) for 2 unconnected molecules or ions with the total composition C3H7NO2 at a distorted geometry.

Computed properties:
HOMO-LUMO gap in eV: 9.7354
Largest force on an atom in eV/Å: 1.60
Structure (SMILES): C=CO.NC=O
HOMO level in eV: -8.914

Geometry as ORCA input:
```
! RIJCOSX wB97M-V def2-TZVPD def2/J DEFGRID3
* xyz 0 1
C 2.4496 0.6615 -0.6339
C 1.4019 1.4506 -0.7805
O 1.2486 2.6319 -0.0934
H 3.2772 0.8402 0.0404
H 2.4869 -0.2657 -1.1871
H 0.4825 1.0393 -1.1918
H 0.5997 3.1476 -0.5537
C -1.6189 -1.8619 0.3152
N -2.3468 -1.2047 1.2608
O -1.2817 -1.4073 -0.7591
H -1.2849 -2.8976 0.5242
H -2.7750 -0.3227 1.0588
H -2.6392 -1.8114 2.0001
*
```

Atom charges from the natural (NBO) analysis, given in e for atoms 1 to 5: -0.49 0.12 -0.69 0.20 0.21

***

No. 3
Density functional theory data (ωB97M-V/def2-TZVPD) for C22H29NO8S2 in the gas phase at a distorted geometry.

Computed properties:
HOMO-LUMO gap in eV: 8.1538
Largest force on an atom in eV/Å: 2.15
Structure (SMILES): CCOCCOCc1c(CCOCC)c(S)c(ON=O)c2c1C(=O)C(CCCS)=C(O)C2=O
HOMO level in eV: -9.047

Geometry as ORCA input:
```
! RIJCOSX wB97M-V def2-TZVPD def2/J DEFGRID3
* xyz 0 1
C 5.8951 -1.7937 0.8062
C 4.6039 -1.3511 0.0931
O 4.8523 -0.0922 -0.5033
C 3.7573 0.3434 -1.2995
C 2.7135 1.0652 -0.4291
O 1.3967 0.7876 -0.9184
C 0.5830 0.2051 0.0739
C -0.8440 0.2282 -0.4343
C -1.5384 1.4339 -0.5181
C -0.8704 2.7250 -0.1174
C -0.7130 3.7376 -1.2950
O -0.6801 5.0525 -0.7892
C 0.4788 5.3247 -0.0148
C 0.1345 5.6906 1.4316
C -2.8308 1.4284 -0.9489
S -3.7910 2.9385 -1.0348
C -3.4764 0.2549 -1.3130
O -4.7775 0.2623 -1.7518
N -4.9294 0.8691 -3.0787
O -4.3540 0.2887 -3.8898
C -2.7977 -0.9195 -1.2199
C -1.4820 -0.9301 -0.7888
C -0.7903 -2.2771 -0.7178
O 0.3723 -2.4568 -1.0219
C -1.6773 -3.4088 -0.2667
C -1.1079 -4.4845 0.6273
C -0.0608 -3.9543 1.6261
C -0.6733 -3.5003 2.9829
S -0.0556 -1.8483 3.4917
C -2.9374 -3.3942 -0.6930
O -3.7840 -4.4133 -0.3447
C -3.4365 -2.2558 -1.5538
O -4.2895 -2.4035 -2.4078
H 6.5043 -2.3845 0.1216
H 6.4638 -0.8917 1.0389
H 5.6321 -2.3576 1.7005
H 4.3665 -2.1063 -0.6698
H 3.7581 -1.3065 0.7937
H 3.2865 -0.5273 -1.7733
H 4.1579 0.9878 -2.0840
H 2.9099 2.1416 -0.4433
H 2.7829 0.6589 0.5836
H 0.8989 -0.7959 0.3710
H 0.5791 0.8159 0.9924
H 0.1288 2.5583 0.2810
H -1.4421 3.1785 0.7003
H 0.2070 3.4691 -1.8298
H -1.5704 3.6171 -1.9562
H 1.2346 4.5350 -0.0760
H 0.9389 6.2222 -0.4489
H 0.0620 4.8134 2.0797
H 0.8729 6.3982 1.8151
H -0.8304 6.2017 1.4739
H -4.9774 2.4463 -0.6189
H -0.7275 -5.3463 0.0753
H -1.9478 -4.8565 1.2204
H 0.6410 -4.7613 1.8554
H 0.5366 -3.1298 1.2454
H -0.3063 -4.1547 3.7731
H -1.7635 -3.5068 2.9879
H -0.7954 -0.9724 2.7791
H -4.4911 -4.0986 0.2294
*
```

Atom charges from the natural (NBO) analysis, given in e for atoms 1 to 5: -0.63 -0.06 -0.54 -0.09 -0.09

***

> The highest HOMO-LUMO gap belongs to which entry?

C3H7NO2